Computed, not measured: an isolated ion of composition C3H8N3OS and charge +1, with the ωB97M-V functional and the def2-TZVPD basis.

XYZ file:
```
16
Properties=species:S:1:pos:R:3:mulliken_charge:R:1
S 2.3239 -1.2236 -0.1647 0.175
O 3.7324 0.8187 -0.1732 -0.442
N 2.6677 0.3615 0.0107 0.656
N 0.4580 1.4066 -0.3585 -0.055
N 1.4642 1.4286 0.4562 -0.439
C 0.6246 -1.4077 0.4832 -0.759
C -0.6972 0.5913 -0.0027 -0.543
C -0.5331 -0.8598 -0.2863 -0.457
H 0.6419 1.7425 -1.4014 0.301
H -0.4468 -1.2440 -1.3656 0.308
H 0.4133 -2.5231 0.6439 0.417
H -1.5467 0.8836 -0.5067 0.390
H -1.2822 -1.4883 0.0486 0.377
H 0.6841 -0.8554 1.4039 0.436
H -0.9248 0.7987 1.1162 0.307
H 1.9932 2.3529 0.5063 0.327
```

Values from the calculation:
SMILES ... O=[N+]1NNCCCS1
Net charge ... +1
Energy above the lowest of the compared OMol25 structures with the same formula, charge and spin ... 116.1 kcal per mole

Computed, not measured: a 3-piece molecular cluster, C26H37Br2ClF12N2O8 overall, with the ωB97M-V functional and the def2-TZVPD basis.

XYZ file:
```
88
Properties=species:S:1:pos:R:3:mulliken_charge:R:1
Br 4.0077 4.9046 0.7457 -0.147
Br 1.1563 4.4929 1.5096 -0.066
Cl 0.9550 2.2478 4.3578 -0.218
F -6.6354 -5.1619 -11.7196 -0.242
F 4.9676 5.6628 4.5257 -0.272
F -1.7052 -2.9722 -0.4986 -0.305
F -0.6385 -1.7949 -2.1311 -0.335
F -4.3020 -2.2834 -1.8541 -0.312
F -3.1161 -1.4728 -3.6511 -0.275
F -2.8594 -4.8843 -2.2800 -0.256
F 3.0103 4.7802 4.7205 -0.255
F -4.0592 -4.0128 -4.0307 -0.282
F -6.2722 -3.2079 -10.8835 -0.244
F -8.2343 -4.1007 -10.7298 -0.251
F 4.5859 3.7009 3.7113 -0.209
O -1.8598 -3.4727 -5.4163 -0.462
O 0.1932 1.2645 2.0492 -0.282
O -6.3018 -6.1821 -9.1666 -0.504
O -2.3847 0.3982 -1.5324 -0.534
O 4.9577 2.7040 6.2705 -0.486
O 4.7577 4.8054 7.0669 -0.319
O -0.3109 -4.1297 -3.8646 -0.443
O -6.5234 -4.0885 -8.3551 -0.334
N 2.3297 -2.2717 0.8480 -0.761
N -2.2847 -0.5987 0.6662 -0.011
C -2.8865 -3.8404 -3.2226 0.808
C -1.9172 -1.9989 -1.5062 0.703
C -3.0696 -2.3752 -2.5467 0.502
C 2.9843 0.4597 3.7898 -0.293
C 1.8439 2.7609 0.7624 -1.038
C 2.3093 1.7636 3.1603 0.479
C 1.3863 -1.1330 1.1330 0.670
C -2.0904 0.7338 1.2948 -0.224
C 4.3266 4.5023 4.7654 1.082
C -2.2433 -0.5806 -0.7765 -0.042
C 3.4541 3.0153 0.4740 0.961
C -6.2217 -4.5722 -7.0363 -0.285
C 5.0795 4.3317 8.3839 -0.213
C -4.7244 -4.7080 -6.8437 -0.838
C 6.5796 4.1913 8.5515 -1.111
C -6.9142 -4.3736 -10.6666 0.869
C -0.6965 1.4458 0.9273 -0.363
C -1.6543 -3.8184 -4.2402 0.267
C 4.7298 3.8723 6.0954 0.169
C 1.5732 1.4966 1.7272 1.056
C -4.7414 1.0295 0.8776 -1.123
C 3.8236 2.5740 -1.0476 -1.089
C -3.3337 1.7553 1.1057 -0.502
C 4.5912 0.3881 3.5130 -0.931
C 2.2194 0.2189 0.9443 -1.111
C -6.5311 -5.0139 -9.3353 0.367
H 3.2239 -2.0629 1.3215 0.233
H 4.7001 5.0767 9.0862 0.332
H 0.9853 -1.2700 2.2009 0.338
H 1.9224 -3.1543 1.1777 0.271
H 4.5601 3.3939 8.5975 0.316
H 0.2439 -3.4229 -4.2825 0.384
H -4.8972 0.1463 1.5821 0.218
H 5.1576 0.6255 4.4760 0.230
H 4.7787 1.9305 -0.9953 0.288
H 3.3437 0.1152 1.1274 0.446
H 6.8281 3.9088 9.5765 0.369
H 4.9305 1.1475 2.7356 0.173
H 3.0047 2.6517 3.1422 -0.593
H 4.1117 2.3598 1.1565 -0.463
H -4.4931 -4.9975 -5.8203 0.140
H 2.9017 0.5781 4.9342 0.532
H -0.9185 2.5785 0.8675 0.157
H 4.8906 -0.6679 3.1877 0.322
H -4.7429 0.6229 -0.1893 0.195
H 1.4051 2.6283 -0.2950 0.592
H 7.0823 5.1317 8.3114 0.311
H 0.5337 -1.2079 0.3617 -0.678
H -3.1693 2.5081 0.2608 0.356
H -4.2210 -3.7641 -7.0669 0.318
H 2.4675 -0.5222 3.5449 0.097
H -5.6337 1.7225 1.0032 0.393
H -2.0399 0.5450 2.4325 0.348
H -6.7409 -5.5138 -6.8393 0.318
H -6.6160 -3.8346 -6.3341 0.324
H 6.9825 3.4331 7.8763 0.309
H -4.3067 -5.4591 -7.5184 0.375
H 3.0235 1.9177 -1.5211 0.313
H 4.0173 3.5394 -1.6241 0.372
H -0.2595 1.1291 -0.0755 0.394
H 2.1228 0.4961 -0.1737 0.181
H -3.0752 -1.1273 1.0519 0.405
H -3.4134 2.3665 2.0812 0.418
```

Values from the calculation:
E ... -8530.8136 hartree

Computed, not measured: a 10-piece molecular cluster, H20O10 overall, with the ωB97M-V functional and the def2-TZVPD basis.

XYZ file:
```
30
Properties=species:S:1:pos:R:3:mulliken_charge:R:1
O 3.7083 1.0855 0.3910 -0.695
O 2.6141 -1.6245 -2.5641 -0.566
O -0.1624 -2.0628 -1.2606 -0.655
O -3.0756 0.8234 -0.7130 -0.606
O -1.0130 -1.8740 2.3279 -0.556
O -4.0457 3.0225 -0.2575 -0.522
O 2.2467 4.4399 -0.2849 -0.632
O -1.9967 -3.2527 -0.6557 -0.708
O -0.7243 0.4007 1.5473 -0.594
O 2.4844 -1.3601 1.7102 -0.594
H -4.7799 3.3772 0.2565 0.274
H -0.4291 -2.8905 -0.8449 0.395
H 2.6449 -0.4985 1.3090 0.337
H -2.2756 -3.2661 -1.5782 0.324
H -3.7054 3.7857 -0.7378 0.275
H -1.2550 -2.7789 2.1008 0.298
H 2.1118 -0.8088 -2.6699 0.302
H -1.3753 -0.2296 1.2186 0.364
H -2.1782 -2.3506 -0.3689 0.357
H 3.4693 -1.4266 -2.9621 0.275
H -0.2910 0.7273 0.7507 0.248
H -1.3065 -1.7748 3.2406 0.262
H 2.4880 -1.1819 2.6574 0.293
H 1.4576 4.4501 -0.8383 0.312
H -2.2486 0.9127 -1.1999 0.296
H 4.5365 0.6640 0.6467 0.327
H 2.5890 3.5441 -0.3811 0.314
H -3.5864 0.1921 -1.2321 0.271
H 3.5302 1.7059 1.1067 0.342
H 0.5680 -1.7508 -0.7145 0.263
```

Values from the calculation:
SMILES ... O.O.O.O.O.O.O.O.O.O
Energy above the lowest of the compared OMol25 structures with the same formula, charge and spin ... 102.6 kcal per mole

Computed, not measured: C4H9NO2 as an isolated structure, with the ωB97M-V functional and the def2-TZVPD basis.

XYZ file:
```
16
Properties=species:S:1:pos:R:3:mulliken_charge:R:1
O -2.2275 -1.0675 0.4300 -0.493
O 1.2879 1.3955 0.1040 -0.682
N 0.2263 -0.6770 -0.0138 -0.482
C 2.6170 -0.5521 0.4791 -1.066
C -1.6721 1.4683 0.1281 -1.055
C -1.4666 0.0152 0.7018 0.255
C 1.2795 0.1600 0.1268 0.677
H 2.4723 -0.7199 1.5163 0.284
H -2.1802 2.1157 0.7959 0.317
H -1.1917 0.0116 1.7333 0.333
H 2.8260 -1.4406 -0.1712 0.350
H -0.7105 1.7682 -0.0363 0.358
H -2.2434 -1.2031 -0.5738 0.382
H 3.3411 0.3604 0.3518 0.263
H -2.1018 1.5423 -0.8123 0.355
H 0.5181 -1.6862 0.1112 0.204
```

Values from the calculation:
Energy above the lowest of the compared OMol25 structures with the same formula, charge and spin ... 71.1 kcal per mole

Computed, not measured: a 5-piece molecular cluster, C35H71INO15 overall, with the ωB97M-V functional and the def2-TZVPD basis.

XYZ file:
```
123
Properties=species:S:1:pos:R:3:mulliken_charge:R:1
I 1.3200 3.4365 1.0155 0.086
O -4.6877 4.5953 -5.9535 -0.326
O 1.8833 -2.0639 -5.0040 -0.378
O 3.7958 -5.2633 3.6544 -0.336
O 3.2285 2.6920 6.8381 -0.472
O -0.0499 -4.5186 -4.7358 -0.500
O 0.2447 1.2879 -0.5900 -0.301
O 0.2052 -3.2109 -7.5610 -0.335
O 4.2511 4.0302 4.2053 -0.349
O 1.4585 -3.1843 3.6445 -0.354
O 5.5547 4.7773 7.1152 -0.327
O -3.1422 1.9364 -6.6979 -0.355
O 3.2870 -3.4454 6.1832 -0.355
O 0.9085 -0.7744 -1.0272 -0.548
O -5.5322 0.3802 1.3342 -0.500
O -4.5783 2.2263 -3.9170 -0.421
N -3.4896 -1.6370 0.9394 0.167
C 2.9291 4.0494 4.6976 -0.201
C 4.6368 2.8913 3.4643 -0.767
C -3.5574 -0.8706 -0.1624 -0.428
C 1.2354 -3.9354 4.8292 -0.207
C 1.8828 -3.5035 6.1427 -0.506
C -2.3650 -0.3426 -0.6470 -0.118
C 4.6244 2.4600 6.9012 0.053
C -0.9815 -3.3822 -6.8241 -0.492
C -4.0755 1.0515 -6.1298 -0.306
C -0.8668 -3.5188 -5.3054 0.166
C -6.0839 4.7484 -6.1218 -0.765
C -6.0093 -0.1139 0.0843 -0.756
C -2.3418 -1.9401 1.5752 -0.752
C -4.8451 -0.5642 -0.8487 -0.325
C -1.1711 -0.6269 -0.0072 0.877
C 1.3524 -4.5130 -4.9457 -0.125
C -4.1981 4.6532 -4.6356 -0.796
C 0.1008 -0.0459 -0.5675 0.129
C 2.7176 3.8420 6.1973 -0.268
C -5.0580 1.6215 -5.1095 -0.208
C 0.6400 -4.3154 -8.3309 -0.788
C -1.1457 -1.4417 1.1177 -1.001
C -2.4693 2.7256 1.5312 -1.102
C 3.0942 -6.4677 3.4193 -0.748
C -1.5417 2.7598 0.3105 0.134
C -0.2358 2.0042 0.5553 -0.698
C 2.7788 -3.0153 3.1518 0.019
C 1.2915 -1.1321 -4.1270 -0.553
C 2.1892 -3.3313 -4.4674 -0.383
C 3.8779 -2.1642 6.2775 -0.863
C 3.6070 -4.2263 2.7211 -0.629
C -1.7862 1.7655 -6.3382 -0.729
C 4.9757 5.7781 7.9272 -0.773
C 5.5329 3.4585 7.6110 -0.555
C -3.7178 3.3517 -3.9927 0.135
H 1.7244 -5.3882 -4.4078 0.420
H 3.2127 -3.5596 -4.7838 0.382
H 1.6326 3.7854 6.3280 0.400
H -1.3856 2.7051 -5.9491 0.298
H 1.6620 -4.5838 -8.0517 0.248
H 3.0124 4.7331 6.7529 0.043
H -6.7119 -0.9283 0.2340 0.374
H 5.5262 2.4397 3.9111 0.258
H -1.8807 -3.7515 -4.9632 0.439
H 1.5849 -4.2700 6.8670 0.344
H 4.4362 -2.0902 7.2131 0.273
H 3.3436 -2.3868 3.8402 -0.070
H -2.3512 0.2767 -1.5284 0.894
H -3.4926 3.6102 -2.9525 0.299
H 4.5971 -2.0290 5.4656 0.314
H -6.2777 5.6270 -6.7405 0.252
H 2.6726 -2.4037 2.2498 0.399
H 3.8454 2.1402 3.4093 0.342
H -1.3061 3.7972 0.1145 0.616
H 1.4533 -4.9855 4.6333 0.009
H -3.0114 3.6656 1.5694 0.375
H -0.2163 -1.6608 1.6198 0.940
H -1.2027 1.5137 -7.2260 0.269
H 1.5625 -4.7192 -5.9958 -0.051
H 5.0043 2.2587 5.8982 -0.097
H 1.9481 -0.2653 -4.0140 0.300
H -3.5734 0.1685 -5.7137 0.204
H -1.6528 0.9813 -5.5883 0.253
H -2.0545 2.4029 -0.5790 -0.152
H -6.4893 0.7207 -0.4128 0.368
H 2.2942 3.3680 4.1214 0.181
H -1.9172 2.6385 2.4628 0.333
H 3.1376 -1.3620 6.2374 0.399
H 2.4866 -6.7216 4.2922 0.255
H -6.6112 4.8525 -5.1715 0.355
H -1.5593 -2.4615 -6.9745 0.217
H -0.6365 -2.5526 -4.8506 -0.215
H -4.3509 -2.0083 1.3167 0.314
H 5.7420 6.5016 8.2150 0.242
H -5.8610 -0.1865 2.0367 0.313
H -5.1495 -1.3868 -1.4928 0.504
H 5.3306 3.4474 8.6881 0.387
H -3.3015 5.2822 -4.6784 0.323
H 6.5463 3.0633 7.4778 0.334
H -4.7034 0.6951 -6.9540 0.373
H -5.6784 0.7841 -4.7778 0.471
H 2.1984 -3.3001 -3.3712 0.244
H -6.4901 3.8901 -6.6637 0.254
H 1.0893 -1.5594 -3.1499 0.467
H -3.2327 1.9569 1.4616 0.160
H -0.0032 -5.1888 -8.2097 0.376
H -4.9108 5.1652 -3.9803 0.450
H -2.7579 3.0470 -4.4115 0.056
H 0.6688 -4.0308 -9.3851 0.257
H 1.4414 -2.5598 6.4848 0.365
H 2.4496 -6.4119 2.5396 0.335
H -4.6297 0.2740 -1.5046 -0.093
H -5.7527 2.3027 -5.6005 -0.077
H 4.9175 3.1951 2.4520 0.251
H 2.5589 5.0630 4.5015 0.299
H 3.8099 -7.2826 3.2909 0.251
H -1.5802 -4.2004 -7.2381 0.420
H 4.7325 1.5143 7.4380 0.382
H -0.2818 1.3900 1.4481 0.591
H 4.5157 5.3657 8.8275 0.380
H 0.3548 -0.7659 -4.5637 -0.080
H -2.3694 -2.5759 2.4444 0.548
H 4.2192 6.3241 7.3576 0.238
H 0.1546 -3.9013 4.9928 0.388
H 3.2386 -4.6256 1.7697 0.427
H 4.6045 -3.8170 2.5253 0.315
```

Values from the calculation:
Net charge ... +1
E ... -2856.6586 hartree